[1]
Here is 13 unconnected molecules or ions with the total composition C35H73Cl3F6N11O11S2 from the OMol25 dataset. Energies are from wB97M-V/def2-TZVPD.

Output
- LUMO energy (Eh) = -0.273

```
! wB97M-V def2-TZVPD RIJCOSX def2/J DEFGRID3
* xyz 3 1
C 1.94393 0.29701 -0.97035
C 0.63899 -0.23347 -0.63628
O -0.42801 0.31945 -0.55289
N 0.62619 -1.72316 -0.35118
H 1.05543 -1.74475 0.56282
H -0.34768 -1.99083 -0.34616
C 1.37177 -2.58057 -1.49889
H 2.37284 -0.02845 -1.91809
H 2.62882 -0.21691 -0.29588
H 2.01958 1.37338 -0.81607
H 0.72354 -2.97785 -2.27996
H 1.59926 -3.50567 -0.96922
H 2.33684 -2.19365 -1.82605
C -4.31351 -3.35541 -2.25857
C -3.51266 -4.64784 -1.90240
O -3.68347 -5.43531 -0.98589
N -2.10281 -4.60890 -2.51538
H -1.82220 -3.65650 -2.70057
H -1.41691 -4.94329 -1.85369
C -1.96218 -5.51245 -3.77722
H -4.55099 -3.24773 -3.31692
H -3.68250 -2.49613 -2.03150
H -5.28699 -3.25108 -1.77945
H -0.89367 -5.70180 -3.87980
H -2.35843 -5.16932 -4.73291
H -2.50869 -6.43429 -3.57811
C -0.58173 -5.03346 4.76431
C 0.16798 -5.89869 3.84409
O 0.31879 -7.13007 4.11567
N 0.56117 -5.29760 2.44838
H 0.10304 -5.80387 1.70413
H 0.34634 -4.31238 2.39109
C 2.10352 -5.20959 2.37403
H -0.50544 -5.35815 5.80202
H -1.64198 -5.21237 4.58551
H -0.31691 -3.97649 4.79230
H 2.28458 -4.88427 1.34959
H 2.56184 -6.18732 2.52266
H 2.54392 -4.36363 2.90176
C 3.77921 0.38353 -8.15475
C 3.45317 -0.85977 -7.30603
O 3.34596 -1.91423 -7.88870
N 3.24417 -0.78840 -5.78829
H 4.00983 -1.33732 -5.42421
H 3.52350 0.12447 -5.45854
C 1.83405 -1.20837 -5.28427
H 4.85559 0.48967 -8.28987
H 3.43016 1.35817 -7.81366
H 3.40793 0.30093 -9.17623
H 1.75625 -0.94889 -4.22847
H 1.70047 -2.27779 -5.44734
H 1.05875 -0.76584 -5.90970
C -0.03471 -0.61180 3.90907
C 0.48994 0.59933 4.66640
O -0.19115 1.41155 5.25442
N 1.85362 0.98326 4.12194
H 2.22167 0.12107 3.74607
H 1.78891 1.53695 3.27972
C 2.67521 1.77027 5.05829
H -0.86040 -0.94687 4.53681
H 0.66154 -1.39037 4.22079
H -0.19426 -0.53465 2.83358
H 3.01946 1.16098 5.89396
H 2.18464 2.70113 5.34283
H 3.56553 2.07079 4.50592
C 5.02082 6.75654 2.05549
C 6.40013 6.07004 1.99739
N 6.33998 4.64721 1.80885
C 7.49570 3.89860 1.39206
C 7.05297 2.59658 1.40501
N 5.76261 2.54771 1.81868
C 5.33205 3.78323 2.19267
C 5.04931 1.27275 1.90878
H 4.47321 6.75988 1.11303
H 5.19825 7.83194 2.06659
H 4.39572 6.51664 2.91561
H 6.99947 6.22806 2.89401
H 7.06431 6.51156 1.25441
H 8.46602 4.33737 1.21217
H 7.59138 1.66649 1.29808
H 4.40905 3.99320 2.71265
H 5.55231 0.44242 1.41317
H 4.04842 1.29511 1.47771
H 4.87501 1.05887 2.96328
C -3.72330 7.27554 0.94552
C -4.17333 6.14852 -0.01032
N -3.32623 4.99059 0.21747
C -2.07168 4.75149 -0.27049
C -1.56610 3.54921 0.15647
N -2.52646 3.01306 0.95790
C -3.56799 3.88660 1.01633
C -2.46718 1.79205 1.71749
H -2.63733 7.36417 0.91502
H -4.08988 7.06238 1.94965
H -4.15826 8.23110 0.65262
H -4.01755 6.43800 -1.04957
H -5.23169 5.92918 0.13062
H -1.64058 5.54914 -0.85727
H -0.65833 2.97419 0.04825
H -4.42001 3.82292 1.67694
H -3.13884 1.00622 1.37189
H -2.72262 1.90458 2.77114
H -1.47466 1.34178 1.70108
C -7.46915 3.14632 1.93034
C -7.77820 2.28106 0.62600
N -6.65134 2.31992 -0.21248
C -6.39297 3.10560 -1.26697
C -5.20575 2.79419 -1.97511
N -4.81997 1.66351 -1.29436
C -5.75212 1.32463 -0.30682
C -3.60700 1.00716 -1.70762
H -6.38280 3.17239 2.01547
H -7.84140 2.74220 2.87174
H -7.77417 4.18730 1.82346
H -8.61557 2.65058 0.03407
H -7.92470 1.24295 0.92427
H -7.01746 3.98665 -1.25358
H -4.63042 3.07865 -2.84371
H -5.82306 0.48028 0.36284
H -3.85096 0.58320 -2.68170
H -3.32436 0.15142 -1.09449
H -2.78650 1.69695 -1.90531
Cl -1.55119 -1.44828 -3.44922
Cl 2.89177 -1.59323 2.27143
Cl 0.61686 -6.12110 -0.93478
C 4.24374 -4.60060 -3.01198
F 3.10281 -4.64647 -3.71569
F 3.80595 -4.49439 -1.71375
F 5.02301 -5.57687 -3.32995
S 5.16961 -2.98986 -3.45934
O 6.28748 -2.79928 -2.50585
O 5.54127 -3.13307 -4.86751
O 4.15260 -1.92366 -3.28354
C -3.44362 -3.90149 2.46948
F -2.91548 -5.20006 2.51355
F -4.61690 -3.99949 1.72401
F -3.78934 -3.47076 3.62052
S -2.18563 -2.70697 1.64709
O -2.48582 -1.35095 2.13079
O -0.84077 -3.08285 2.10812
O -2.24336 -2.91556 0.21576
*
```


[2]
Here is a single C4H7NO molecule from the OMol25 dataset. Energies are from wB97M-V/def2-TZVPD.

Output
- LUMO energy (spin up / spin down) (Eh) = 0.026 / 0.026

```
! wB97M-V def2-TZVPD RIJCOSX def2/J DEFGRID3
* xyz 0 1
C -1.00743 -0.12147 0.51225
C -0.84502 0.46341 -0.88016
O 0.04743 -0.31683 -1.61996
C 1.19643 -0.41394 -1.01181
N 1.33526 0.34511 0.09256
C 0.37191 0.00472 1.18377
H -1.80097 0.39861 1.05650
H -1.28698 -1.18548 0.43957
H -1.74187 0.61522 -1.47527
H 0.61037 1.16501 -0.30840
H 2.00119 -0.86885 -1.57738
H 0.41726 0.82520 1.90708
H 0.70242 -0.91070 1.68125
*
```


[3]
Here is a molecular structure, C20H22Cl2GeNPd from the OMol25 dataset. Energies are from wB97M-V/def2-TZVPD.

Output
- LUMO energy (spin up / spin down) (Eh) = -0.166 / -0.168

```
! wB97M-V def2-TZVPD RIJCOSX def2/J DEFGRID3
* xyz 1 1
Pd -0.76625 0.85752 0.46697
C -0.04646 -1.78275 3.78279
C -0.39123 -2.98696 3.17190
C -0.37422 -3.10066 1.79151
C 0.01407 -2.03858 0.98949
C 0.50119 -0.83049 1.61041
C 0.37335 -0.72153 3.01977
C -0.20128 -2.04090 -0.45815
C -0.25543 -3.22372 -1.23379
C -0.45578 -3.14325 -2.57995
C -0.59017 -1.88645 -3.21030
C -0.75368 -1.70685 -4.59899
C -0.85622 -0.45160 -5.13106
C -0.79141 0.68322 -4.29835
C -0.63129 0.54631 -2.94795
C -0.54299 -0.73983 -2.37349
N -0.37091 -0.86460 -1.03900
H -0.09289 -1.68929 4.85853
H -0.71106 -3.81925 3.78236
H -0.72370 -4.01668 1.33468
H 0.70588 0.19127 3.49273
H -0.11958 -4.18102 -0.75244
H -0.49811 -4.03957 -3.18563
H -0.78334 -2.58060 -5.23683
H -0.99350 -0.32214 -6.19501
H -0.85878 1.66723 -4.74092
H -0.55161 1.40456 -2.28770
Cl -2.76324 -0.18042 1.38349
C -3.76275 1.75090 0.40989
Cl -2.35371 2.57219 0.00531
H -4.25801 2.08851 1.30607
H -4.32377 1.34049 -0.41501
C 0.70831 2.69671 2.85933
Ge 1.79587 1.93759 1.38746
C 1.34407 3.01188 -0.22448
C 3.75071 1.86380 1.62688
C 1.26758 0.10983 0.88160
H 0.74555 3.78290 2.78170
H 1.08233 2.43393 3.84734
H -0.33335 2.37943 2.76952
H 1.99759 3.88278 -0.27353
H 0.31904 3.37953 -0.16745
H 1.47513 2.44515 -1.14608
H 4.13919 2.85155 1.86467
H 4.21080 1.52451 0.70008
H 4.02447 1.17724 2.42573
H 1.69959 -0.23183 -0.05412
*
```


[4]
Here is a molecular structure, C34H27BrCl2N5O4RhS from the OMol25 dataset. Energies are from wB97M-V/def2-TZVPD.

Output
- LUMO energy (spin up / spin down) (Eh) = -0.009 / -0.070
- <S²> = 6.11

```
! wB97M-V def2-TZVPD RIJCOSX def2/J DEFGRID3
* xyz 0 5
Rh 14.48921 14.85173 12.18337
Cl 17.01456 10.94760 17.91175
C 16.62953 12.03974 16.64628
C 16.11047 13.30119 17.03046
C 15.83111 14.20305 16.09084
Cl 15.27960 15.81287 16.46377
C 16.01817 13.98086 14.68210
O 15.63818 14.92323 13.87454
C 16.47990 12.68260 14.31410
C 16.84450 12.32329 12.92578
O 16.52947 13.00755 11.98230
C 16.79219 11.75263 15.28282
H 16.07611 13.52325 18.11406
H 17.45528 11.41722 12.89180
H 17.18175 10.75935 14.98585
Br 20.87579 22.63760 6.13105
C 19.04567 22.17206 6.63194
C 18.23991 22.91488 7.55090
C 17.02654 22.46091 7.93013
C 16.64821 21.08340 7.55136
C 17.50092 20.37086 6.66972
C 18.70575 20.90347 6.23926
N 15.53508 20.51711 8.08234
N 15.14684 19.35210 7.65146
C 14.82607 18.21267 8.34523
C 14.19450 17.10840 7.70680
C 13.90740 15.89536 8.27420
C 14.24646 15.75454 9.62496
O 13.98367 14.63512 10.27639
C 14.97674 16.77598 10.27778
N 15.42966 16.51044 11.52584
C 16.19167 17.26514 12.18099
C 16.70177 18.42028 11.53412
C 16.27758 18.80969 10.34842
C 15.36289 17.97701 9.70410
H 18.58814 23.86034 7.98366
H 16.27702 23.02326 8.52604
H 17.07342 19.42212 6.34366
H 19.29430 20.32250 5.46853
H 14.04844 17.24034 6.64001
H 13.51113 15.13052 7.69334
H 16.48150 16.99573 13.17320
H 17.34999 19.00407 12.15599
H 16.47248 19.72360 9.83690
C 11.45800 17.23386 17.01068
C 11.23776 16.67193 15.65870
N 11.61156 15.25537 15.50250
C 11.22801 14.26872 16.53244
C 12.35023 13.77370 17.42047
C 12.15007 14.78343 14.33849
S 12.45180 15.85974 12.95262
N 12.23239 13.45008 14.26145
C 12.69069 12.73970 13.24438
O 13.58480 13.04416 12.43412
C 12.12585 11.33863 13.14799
C 12.25989 10.57337 12.00596
C 11.75339 9.32446 11.87439
C 10.99366 8.76101 12.92768
C 10.82610 9.52899 14.05335
C 11.48657 10.75313 14.21357
H 11.23175 18.30260 16.97722
H 12.47078 17.28190 17.37614
H 10.75448 16.81491 17.79383
H 11.84461 17.23786 14.99261
H 10.17550 16.86880 15.30138
H 10.71836 13.44456 16.13063
H 10.44214 14.63494 17.20469
H 13.16032 13.38264 16.83088
H 11.90970 13.02791 18.16002
H 12.62020 14.54945 18.11596
H 12.80649 11.00541 11.20794
H 11.74426 8.83297 10.94381
H 10.53244 7.77127 12.83288
H 10.37638 9.12800 14.94470
H 11.49307 11.24053 15.15647
*
```


[5]
Here is 2 unconnected molecules or ions with the total composition C15H21BNO from the OMol25 dataset. Energies are from wB97M-V/def2-TZVPD.

Output
- LUMO energy (Eh) = -0.202

```
! wB97M-V def2-TZVPD RIJCOSX def2/J DEFGRID3
* xyz 1 1
C 3.15163 -1.01859 4.33324
O 1.78128 -0.77277 4.72220
C 0.94966 -1.77729 4.65587
C -0.40254 -1.57032 4.26102
C -1.24965 -2.71134 4.25268
C -2.62392 -2.54857 4.09896
C -3.17854 -1.26730 3.95517
C -2.33558 -0.14716 3.87286
C -0.96027 -0.27809 3.99802
H 3.57307 -0.02850 4.15695
H 3.68185 -1.53178 5.14515
H 3.18368 -1.61951 3.41444
H 1.35127 -2.77922 4.82523
H -0.78044 -3.68118 4.40749
H -3.27590 -3.42228 4.11357
H -4.25727 -1.14634 3.89963
H -2.77483 0.84180 3.72266
H -0.29888 0.58900 3.95151
C 1.87128 -1.39797 11.43293
C 0.76064 -0.70301 10.71476
N 0.65425 -0.83161 9.37020
B 1.70472 -1.70751 8.55317
H 1.49497 -1.70207 7.32118
C -0.35688 -0.21202 8.73102
C -0.50397 -0.37229 7.25654
C -1.28381 0.56489 9.40995
C -1.18378 0.70796 10.79080
C -0.14377 0.05886 11.44051
H 1.77044 -1.16571 12.49689
H 1.82307 -2.48486 11.32073
H 2.85700 -1.05497 11.10675
H 2.82059 -1.25430 8.69072
H 1.64334 -2.86597 8.90230
H -1.37786 0.18892 6.91059
H 0.36651 0.00448 6.71206
H -0.66222 -1.42064 6.98556
H -2.07248 1.04010 8.83590
H -1.89973 1.30796 11.34330
H -0.00208 0.12096 12.52213
*
```


[6]
Here is 9 unconnected molecules or ions with the total composition C34H90N4O18 from the OMol25 dataset. Energies are from wB97M-V/def2-TZVPD.

Output
- LUMO energy (Eh) = 0.007

```
! wB97M-V def2-TZVPD RIJCOSX def2/J DEFGRID3
* xyz 0 1
C -6.37053 5.07245 -15.06644
O -6.79478 4.32942 -16.18554
C -8.02702 4.74502 -16.63409
C -8.29067 4.00743 -18.01640
N -8.80200 2.67303 -17.74313
C -8.78260 2.00507 -19.04333
C -9.47591 0.58644 -19.05217
O -8.94372 -0.25776 -18.04099
C -9.42716 -1.60307 -18.04528
H -7.10596 4.96681 -14.26890
H -6.08121 6.06834 -15.40199
H -5.44144 4.58350 -14.77350
H -7.85986 5.81065 -16.79091
H -8.83909 4.50833 -15.94662
H -7.28823 4.08922 -18.43657
H -9.08737 4.58145 -18.48955
H -8.00905 2.27418 -17.26121
H -7.72641 1.95883 -19.30871
H -9.39037 2.55626 -19.76090
H -9.26878 0.13326 -20.02162
H -10.52601 0.66740 -18.77138
H -10.48593 -1.66701 -18.29630
H -9.29077 -2.17834 -17.12955
H -8.78346 -2.16540 -18.72170
C -1.91583 -14.21746 -13.94093
O -3.04819 -13.67750 -13.42755
C -3.49323 -12.48138 -14.12716
C -3.96361 -12.66190 -15.60596
N -4.95824 -13.72261 -15.57066
C -5.11399 -14.41884 -16.82306
C -5.42105 -15.93539 -16.42075
O -4.12993 -16.46700 -16.03496
C -3.31029 -17.03745 -16.99384
H -1.39737 -14.96172 -13.33646
H -1.10166 -13.51906 -14.13448
H -2.18709 -14.64756 -14.90504
H -2.77544 -11.66469 -14.05025
H -4.40787 -12.17073 -13.62217
H -3.11484 -13.05334 -16.16672
H -4.41572 -11.78052 -16.06078
H -4.73513 -14.46001 -14.91755
H -4.17189 -14.26773 -17.35005
H -5.92865 -13.99413 -17.40962
H -5.85458 -16.47122 -17.26516
H -6.12330 -15.88579 -15.58859
H -2.39924 -17.33665 -16.47559
H -3.26818 -16.50928 -17.94639
H -3.85971 -17.94725 -17.23569
C -11.20342 -11.44636 -20.24494
O -10.27095 -10.50664 -20.72566
C -8.97297 -10.84343 -20.53425
C -8.34691 -9.68667 -19.72040
N -6.83668 -9.61470 -19.98423
C -6.42804 -9.35264 -21.42082
C -4.89231 -9.12984 -21.46217
O -4.23381 -10.32880 -21.12104
C -2.79555 -10.19886 -21.19441
H -11.15312 -12.42591 -20.72040
H -12.17063 -10.95767 -20.36242
H -11.29201 -11.57264 -19.16591
H -8.59395 -10.92838 -21.55270
H -8.70634 -11.80461 -20.09477
H -8.46370 -9.79478 -18.64208
H -8.82301 -8.75124 -20.01433
H -6.35253 -10.46132 -19.72165
H -6.93681 -8.46789 -21.80354
H -6.72722 -10.12876 -22.12526
H -4.50850 -8.20246 -21.03702
H -4.58912 -8.91907 -22.48772
H -2.55626 -10.18506 -22.25773
H -2.26325 -11.00897 -20.69595
H -2.49662 -9.39254 -20.52464
C 10.80585 -15.05718 -18.79950
O 9.36758 -15.33217 -18.82730
C 8.83553 -16.33544 -17.97792
C 7.32081 -16.42273 -18.03736
N 6.57533 -15.40595 -17.31504
C 5.28521 -15.15469 -17.87048
C 4.60796 -14.02030 -17.11001
O 5.05373 -12.76466 -17.44448
C 4.08498 -11.79611 -16.86235
H 11.07326 -14.64479 -17.82660
H 11.16906 -14.35064 -19.54580
H 11.39820 -15.95138 -18.99348
H 9.31796 -16.08757 -17.03245
H 9.36406 -17.21970 -18.33405
H 7.01494 -17.24837 -17.39482
H 7.00296 -16.64390 -19.05626
H 7.14873 -14.57462 -17.32909
H 4.75395 -16.10539 -17.82536
H 5.53470 -14.97288 -18.91585
H 4.62546 -14.11284 -16.02409
H 3.53672 -14.10805 -17.29123
H 3.04066 -12.06125 -17.02730
H 4.24579 -10.76241 -17.16845
H 4.18645 -11.94492 -15.78733
O -9.51224 -8.30177 -26.48917
C -10.49860 -9.20225 -26.70450
C -11.63281 -8.67181 -27.61876
O -11.20334 -8.45617 -28.98070
H -9.11734 -8.16252 -27.35304
H -10.01061 -10.07674 -27.13490
H -10.89507 -9.59893 -25.76985
H -11.89356 -7.73878 -27.11920
H -12.41280 -9.42254 -27.49183
H -11.94095 -8.29905 -29.57471
O -5.77326 -6.90826 -15.19523
C -4.52405 -6.26347 -15.41155
C -3.86473 -5.71276 -14.13258
O -3.76309 -6.80691 -13.13168
H -5.86023 -7.60622 -15.84859
H -3.82272 -6.92034 -15.92610
H -4.69361 -5.42525 -16.08737
H -4.30402 -4.83383 -13.66077
H -2.87534 -5.34850 -14.40921
H -4.63225 -7.20586 -13.21534
O 2.03558 -9.03453 -26.66143
C 2.14188 -8.05284 -27.65553
C 2.63685 -6.75647 -26.98038
O 3.92907 -6.83561 -26.62425
H 1.21066 -9.50817 -26.79094
H 2.87554 -8.35246 -28.40391
H 1.27163 -7.90022 -28.29386
H 2.11205 -6.52002 -26.05476
H 2.48421 -6.00961 -27.75948
H 4.16331 -7.70330 -26.28683
O -4.60376 -1.23991 -19.49184
C -3.78559 -1.81516 -20.52050
C -2.29541 -1.47639 -20.26184
O -1.64823 -2.39203 -19.37692
H -5.32078 -1.85511 -19.32150
H -3.90833 -2.87174 -20.75854
H -4.20986 -1.35044 -21.41051
H -2.20032 -0.46114 -19.87670
H -1.73571 -1.56915 -21.19256
H -1.85972 -2.06669 -18.49884
O -17.50838 -9.40373 -24.31466
C -18.36197 -10.12784 -23.33808
C -19.76531 -9.44327 -23.05267
O -20.75242 -9.52178 -24.08558
H -17.43080 -8.49876 -24.00384
H -18.49562 -11.11159 -23.78805
H -17.98753 -10.19620 -22.31670
H -19.54497 -8.40763 -22.79385
H -20.27148 -9.88607 -22.19487
H -21.31030 -8.76529 -23.89040
*
```


| no. | largest force on an atom (hartree/bohr) | M (g/mol) | E (Eh) |
| --- | --- | --- | --- |
| 1 | 0.124 | 1108.5 | -5582.5286 |
| 2 | 0.005 | 85.1 | -286.4740 |
| 3 | 0.069 | 526.3 | -3954.9377 |
| 4 | 0.077 | 855.4 | -5889.5898 |
| 5 | 0.039 | 242.2 | -738.7332 |
| 6 | 0.072 | 843.1 | -2922.2445 |